1.
Density functional theory data (ωB97M-V with the def2-TZVPD basis set) for C12H33BiClI2P3 as an isolated structure.

Calculated values
DFT total energy: -2770.54285 Eh
LUMO energy (spin up / spin down): -10.060 / -10.029 eV
Gap between HOMO and LUMO (spin up / spin down): 0.1514 / 0.1526 Eh
Charge: +2

Cartesian coordinates (Å):
I1 -0.085 0.208 2.840
I2 1.581 2.681 0.356
Bi1 -1.655 -0.616 -1.568
P1 0.868 -2.194 -1.374
C1 2.473 -2.915 -0.842
C2 -0.168 -3.712 -1.309
H1 0.271 -4.551 -1.878
H2 1.559 -3.154 -3.561
H3 -1.162 -3.473 -1.728
H4 0.261 -1.914 -3.713
H5 2.467 -3.258 0.206
H6 -0.295 -4.030 -0.261
C3 1.197 -2.175 -3.187
H7 2.719 -3.817 -1.427
H8 1.965 -1.412 -3.414
H9 3.327 -2.222 -0.947
P2 -1.618 2.070 0.735
C4 -0.952 3.086 2.177
C5 -2.036 3.556 -0.289
H10 -3.961 1.382 0.702
H11 -3.727 2.802 1.773
H12 -3.248 1.173 2.352
C6 -3.305 1.826 1.469
H13 -2.691 3.242 -1.117
H14 -2.580 4.282 0.339
H15 -1.443 4.039 2.384
H16 0.106 3.378 2.034
H17 -1.111 4.023 -0.660
H18 -0.888 2.502 3.107
Cl1 -3.656 -0.703 -3.008
C7 2.324 2.051 4.325
C8 3.272 1.789 3.126
P3 2.518 0.574 1.900
C9 3.864 0.444 0.587
C10 5.243 0.079 1.146
C11 2.723 -1.147 2.736
C12 3.840 -1.185 3.769
H19 1.465 2.682 4.065
H20 2.913 2.654 5.028
H21 2.027 1.119 4.847
H22 3.479 2.720 2.556
H23 4.267 1.388 3.400
H24 3.446 -0.225 -0.195
H25 3.961 1.458 0.149
H26 5.506 -0.979 1.263
H27 6.005 0.442 0.469
H28 5.489 0.625 2.048
H29 1.783 -1.383 3.295
H30 2.839 -1.873 1.917
H31 3.846 -0.304 4.405
H32 3.647 -1.981 4.492
H33 4.856 -1.371 3.409

=====

2.
Density functional theory data (ωB97M-V with the def2-TZVPD basis set) for a single C2H2O3S molecule.

Calculated values
DFT total energy: -701.32472 Eh
LUMO energy: -1.030 eV
Gap between HOMO and LUMO: 0.3294 Eh
SMILES string: O=C(O)C(O)=S

Cartesian coordinates (Å):
C1 0.508 0.308 -0.490
C2 -0.620 -0.299 0.416
H1 0.194 -1.332 -1.345
H2 -0.137 1.110 1.502
O1 0.722 -0.488 -1.511
O2 -0.836 0.387 1.523
O3 -1.191 -1.310 0.008
S1 1.361 1.623 -0.104

=====

Energy relative to the best compared isomer or geometry (same formula, charge and spin) across the listed records, respectively: 3.9862 0.4271 eV.